23
Properties=species:S:1:pos:R:3 method="wB97M-V/def2-TZVPD" e_lumo_ha=0.02760 e_above_lowest_kj_mol=52.6 gap_ev=11.710 energy_ev=-9539.285 charge=0
C 0.454 -1.082 -0.492
C -0.171 -1.699 0.795
C -1.235 -0.757 1.366
C -0.624 0.414 2.142
C -0.285 -1.524 -1.752
H 0.444 0.006 -0.497
H 1.496 -1.412 -0.557
H 0.646 -1.891 1.481
H -0.582 -2.664 0.484
H -1.880 -1.297 2.050
H -1.844 -0.421 0.526
H 0.416 0.223 2.413
H -0.669 1.382 1.646
H -1.079 0.534 3.130
H -0.446 -2.591 -1.902
H -1.312 -1.154 -1.685
H 0.102 -1.037 -2.629
H 0.899 2.841 -2.603
H -0.138 1.794 -3.127
O -0.027 2.590 -2.591
H 1.482 1.933 0.605
H 2.068 3.362 0.707
O 2.286 2.452 0.491



26
Properties=species:S:1:pos:R:3 method="wB97M-V/def2-TZVPD" e_lumo_ha=0.00815 e_above_lowest_kj_mol=187.6 gap_ev=8.546 energy_ev=-33255.278 charge=0
C -0.903 -2.032 1.830
C 0.096 -2.704 0.770
O 1.345 -2.149 0.926
C -1.118 -0.596 1.668
S -2.101 -0.306 0.178
S -1.484 0.362 -1.503
C -1.255 2.114 -1.573
C -0.212 2.657 -0.537
H -1.880 -2.671 1.748
H -0.491 -2.271 2.841
H -0.098 -3.750 0.710
H -0.216 -2.642 -0.245
H 1.811 -2.768 1.711
H -1.717 -0.256 2.561
H -0.204 -0.068 1.642
H -2.182 2.631 -1.371
H -0.921 2.304 -2.612
H -0.184 3.711 -0.565
H 0.880 2.472 -0.688
H -0.592 2.353 0.527
H 2.783 1.086 -2.017
H 3.786 1.065 -0.852
O 3.539 1.564 -1.607
H 3.010 0.156 0.995
H 4.237 0.613 1.886
O 3.826 0.649 0.927



25
Properties=species:S:1:pos:R:3 method="wB97M-V/def2-TZVPD" e_lumo_ha=0.02512 e_above_lowest_kj_mol=90.4 gap_ev=10.533 energy_ev=-34085.251 charge=0
C 1.319 -1.956 0.486
C 2.111 -1.118 -0.518
C 1.745 0.364 -0.622
C 1.651 1.145 0.698
C 0.336 1.904 0.900
Si -1.257 0.948 0.796
O -1.692 0.871 -0.807
Si -2.897 -0.027 -1.452
S -4.351 -0.525 0.035
H 0.459 -2.436 0.019
H 1.937 -2.747 0.909
H 0.951 -1.364 1.325
H 1.965 -1.546 -1.513
H 3.181 -1.209 -0.317
H 0.819 0.469 -1.191
H 2.520 0.826 -1.237
H 1.835 0.494 1.555
H 2.455 1.883 0.719
H 0.341 2.364 1.894
H 0.273 2.736 0.192
H -2.317 1.651 1.552
H -1.138 -0.414 1.355
H -3.535 0.779 -2.505
H -2.345 -1.262 -2.041
H -4.365 -1.829 -0.230



37
Properties=species:S:1:pos:R:3 method="wB97M-V/def2-TZVPD" e_lumo_ha=-0.39087 e_above_lowest_kj_mol=0.0 gap_ev=4.732 energy_ev=-145336.663 charge=+2
Be -0.398 0.296 2.341
Be 1.323 -2.048 -0.089
B 1.542 -1.336 2.326
H 1.482 -0.428 3.111
H 1.907 -0.853 1.256
H 2.214 -2.240 2.643
H 0.467 -1.750 2.033
B -0.353 -0.250 0.030
H 0.712 0.210 0.256
H -0.522 -1.196 0.735
H -1.257 0.498 0.134
H -0.264 -0.686 -1.079
C 2.476 0.857 -3.879
Cl 1.013 0.862 -4.845
Cl 2.131 0.139 -2.252
Cl 3.135 2.467 -3.713
H 3.222 0.315 -4.448
C -2.204 0.664 -2.792
Cl -2.232 0.300 -4.521
Cl -3.177 2.067 -2.388
H -2.447 -0.211 -2.195
H -1.164 0.879 -2.549
C -1.438 -5.317 1.388
Cl -1.139 -3.652 0.725
Cl -3.109 -5.389 1.927
H -1.345 -6.032 0.579
H -0.752 -5.523 2.201
C 3.755 2.430 1.548
Cl 4.511 1.629 0.179
Cl 2.030 1.972 1.582
H 4.233 2.143 2.478
H 3.861 3.496 1.382
C -3.595 3.247 1.113
Cl -2.719 1.786 1.678
Cl -5.260 3.263 1.614
H -3.089 4.140 1.466
H -3.552 3.252 0.027



25
Properties=species:S:1:pos:R:3 method="wB97M-V/def2-TZVPD" e_lumo_ha=-0.10545 e_above_lowest_kj_mol=100.1 gap_ev=10.103 energy_ev=-10481.897 charge=+1
C 1.146 0.501 1.041
C 0.226 -0.641 1.561
C -1.250 -0.317 1.383
C -2.025 -0.713 0.088
C -1.352 -0.552 -1.255
N -0.092 -1.315 -1.352
N 2.069 0.042 -0.073
H 1.742 1.071 1.749
H 0.490 1.176 0.554
H 0.352 -0.621 2.622
H 0.464 -1.572 1.093
H -1.878 -0.764 2.160
H -1.473 0.738 1.566
H -2.819 -0.019 0.078
H -2.348 -1.760 0.183
H -1.949 -0.802 -2.151
H -1.133 0.495 -1.549
H 0.319 -1.393 -2.287
H -0.147 -2.241 -0.936
H 3.052 0.034 0.240
H 1.862 0.553 -0.913
H 1.773 -0.898 -0.290
H 0.913 2.978 -1.943
H 0.902 3.374 -0.507
O 1.155 2.645 -1.062



25
Properties=species:S:1:pos:R:3 method="wB97M-V/def2-TZVPD" e_lumo_ha=-0.10063 e_above_lowest_kj_mol=42.6 gap_ev=11.072 energy_ev=-10482.493 charge=+1
C -1.723 -0.816 -2.468
N -1.396 -0.932 -1.029
C -1.060 -2.306 -0.659
O -0.613 -2.402 0.703
H -0.836 -1.013 -3.051
H -2.071 0.230 -2.699
H -2.537 -1.518 -2.773
H -2.241 -0.678 -0.488
H -1.898 -2.977 -0.834
H -0.246 -2.650 -1.292
H -1.426 -2.443 1.264
C 1.803 1.241 2.258
C 0.775 1.310 1.131
C 1.012 2.464 0.160
N 0.815 0.021 0.363
H 1.576 0.432 2.933
H 2.825 1.132 1.840
H 1.775 2.189 2.835
H -0.220 1.370 1.553
H 2.019 2.400 -0.274
H 0.939 3.409 0.693
H 0.251 2.465 -0.649
H 0.684 -0.826 0.948
H 0.053 -0.040 -0.357
H 1.738 -0.060 -0.112



26
Properties=species:S:1:pos:R:3 method="wB97M-V/def2-TZVPD" e_lumo_ha=-0.09709 e_above_lowest_kj_mol=183.8 gap_ev=9.660 energy_ev=-21316.071 charge=+1
C 0.280 -1.809 0.579
N 1.390 -0.769 0.360
C 2.074 -1.126 -0.896
C 2.577 0.295 -1.471
S 1.226 1.423 -1.988
C -1.069 -1.032 0.150
N -0.930 0.347 0.840
C -1.677 0.531 2.219
H 0.306 -2.651 -0.044
H 0.306 -1.953 1.748
H 2.108 -0.765 1.086
H 2.925 -1.879 -0.807
H 1.303 -1.696 -1.529
H 2.975 0.872 -0.655
H 3.313 0.147 -2.147
H 0.902 1.176 -3.243
H -0.952 -0.985 -0.968
H -1.991 -1.573 0.348
H 0.030 0.448 0.994
H -1.361 1.070 0.236
H -0.980 1.171 2.744
H -2.661 1.042 2.088
H -1.808 -0.364 2.749
H -3.381 2.247 -0.624
H -2.387 3.141 -1.321
O -2.520 2.693 -0.451



26
Properties=species:S:1:pos:R:3 method="wB97M-V/def2-TZVPD" e_lumo_ha=-0.22776 e_above_lowest_kj_mol=0.0 gap_ev=11.728 energy_ev=-11964.030 charge=+2
C 1.160 -1.480 -2.004
C 0.288 -1.373 -0.771
C 1.031 -0.767 0.419
C 0.153 -0.082 1.477
N -0.480 3.507 1.518
C -0.061 2.307 1.839
N -0.260 1.269 1.068
N -0.174 -2.790 -0.425
H 0.646 -1.937 -2.856
H 1.456 -0.498 -2.371
H 2.068 -2.072 -1.868
H -0.615 -0.814 -1.016
H 1.636 -1.535 0.914
H 1.783 -0.071 0.047
H 0.697 0.010 2.414
H -0.743 -0.673 1.683
H -0.945 3.680 0.647
H -0.273 4.306 2.105
H 0.462 2.182 2.778
H -0.777 1.392 0.193
H 0.638 -3.379 -0.241
H -0.690 -3.192 -1.210
H -0.786 -2.779 0.386
H -2.794 1.512 -1.229
H -1.598 1.858 -2.167
O -1.824 1.420 -1.331



27
Properties=species:S:1:pos:R:3 method="wB97M-V/def2-TZVPD" e_lumo_ha=0.03749 e_above_lowest_kj_mol=500.1 gap_ev=8.368 energy_ev=-12904.598 charge=0
C -1.896 -0.018 -1.197
C -2.061 0.095 1.314
C 1.455 -1.589 1.266
C 0.692 -1.960 -0.917
C 1.024 2.303 0.622
N 1.051 1.302 -1.562
N -1.353 -0.342 0.096
N 0.869 -0.907 0.049
N 0.334 1.568 -0.473
N -0.042 0.045 0.352
H -2.320 -0.859 -1.571
H -2.600 0.781 -1.192
H -1.100 0.290 -1.801
H -1.543 -0.147 2.152
H -2.212 1.124 1.247
H -3.105 -0.240 1.282
H 1.273 -0.932 2.181
H 0.920 -2.453 1.575
H 2.414 -1.963 1.163
H 0.146 -1.511 -1.684
H 1.619 -2.391 -1.201
H 0.231 -2.703 -0.365
H 0.325 2.653 1.373
H 1.683 1.809 1.244
H 1.522 3.193 0.023
H 2.050 1.348 -1.504
H 0.624 1.503 -2.472



25
Properties=species:S:1:pos:R:3 method="wB97M-V/def2-TZVPD" e_lumo_ha="0.13219 / 0.12881" e_above_lowest_kj_mol=102.3 gap_ev="2.629 / 9.419" energy_ev=-11044.184 charge=-1 multiplicity=2
C -1.588 -1.805 -1.309
C -0.807 -1.050 -0.232
C -0.386 0.321 -0.767
C 0.296 1.221 0.309
C 0.771 2.531 -0.344
N 0.267 -1.950 0.265
H -0.954 -2.237 -2.083
H -2.239 -1.081 -1.812
H -2.305 -2.466 -0.829
H -1.503 -0.945 0.602
H -1.296 0.841 -1.063
H 0.358 0.153 -1.550
H 1.078 0.641 0.801
H -0.425 1.427 1.101
H 0.070 3.313 -0.041
H 0.690 2.572 -1.436
H 1.773 2.888 -0.150
H 0.492 -2.573 -0.497
H 1.061 -1.410 0.584
H -1.807 -1.083 3.306
H -1.047 0.227 2.736
O -1.879 -0.272 2.791
H 2.690 0.327 -0.326
H 2.123 1.082 -1.411
O 3.011 0.885 -1.071



25
Properties=species:S:1:pos:R:3 method="wB97M-V/def2-TZVPD" e_lumo_ha=-0.13534 e_above_lowest_kj_mol=682.2 gap_ev=5.748 energy_ev=-11039.186 charge=0
C -2.799 -0.773 -1.063
C -1.488 -0.040 -1.290
C -0.997 0.810 -0.124
C -0.603 -0.043 1.061
C 0.359 -1.174 0.513
N 1.365 -1.458 1.332
H -3.102 -1.332 -1.950
H -3.627 -0.097 -0.840
H -2.718 -1.479 -0.231
H -0.668 -0.729 -1.474
H -1.524 0.574 -2.189
H -1.657 1.659 0.069
H -0.040 1.243 -0.416
H -1.419 -0.488 1.635
H -0.004 0.521 1.777
H 0.841 -0.572 -0.440
H -0.218 -2.007 0.098
H 2.801 1.814 3.138
H 1.674 -2.428 1.193
H 3.493 1.966 3.360
H 1.923 0.562 -2.706
O 1.289 0.531 -1.981
H 2.127 1.023 -0.610
H 2.580 0.573 0.848
O 2.414 1.341 0.291



25
Properties=species:S:1:pos:R:3 method="wB97M-V/def2-TZVPD" e_lumo_ha=0.01982 e_above_lowest_kj_mol=209.4 gap_ev=8.561 energy_ev=-11044.086 charge=0
C -0.948 0.166 -3.592
N -1.076 0.340 -2.217
C -0.093 -1.866 0.725
C -0.653 -0.656 -0.007
C -1.017 -0.935 -1.462
C -2.472 -1.616 -1.426
H -1.683 0.740 -4.068
H -1.136 -0.902 -3.965
H 0.075 0.424 -3.987
H -1.646 1.070 -1.889
H 0.237 -2.779 0.054
H -0.820 -2.325 1.403
H 0.954 -1.664 1.206
H -1.489 -0.218 0.587
H 0.016 0.160 -0.033
H -0.336 -1.691 -1.971
H -2.690 -1.986 -2.479
H -2.260 -2.455 -0.703
H -3.173 -0.947 -1.023
H 3.942 1.010 6.216
H 4.515 1.759 5.104
O 4.521 0.895 5.493
H 2.070 4.843 2.135
H 3.062 4.378 3.060
O 2.100 4.253 2.837